Record 1
Here is C20H16F5N6O6SV as an isolated structure from OMol25. Energies are from ωB97M-V with the def2-TZVPD basis set.

Output
E_LUMO (spin up / spin down) = 2.32 / 2.32 eV
<S²> = 3.76
Energy above the lowest of the compared OMol25 structures with the same formula, charge and spin = 0.5314 eV
Frontier orbital gap (spin up / spin down) = 0.2296 / 0.2714 Ha

```
! RIJCOSX wB97M-V def2-TZVPD def2/J DEFGRID3
* xyz -1 4
V 0.4255 -0.1318 -0.9090
O -0.3643 1.1004 0.6258
N -1.6242 1.2757 0.6244
N -2.2506 0.5789 -0.2391
O -1.6631 -0.2686 -1.0540
C -3.6695 0.6934 -0.3009
C -4.3643 1.6100 0.4833
C -5.7425 1.6746 0.3887
C -6.4349 0.8378 -0.4796
C -5.7304 -0.0659 -1.2579
C -4.3476 -0.1420 -1.1741
H -3.8162 2.2588 1.1499
H -6.2823 2.3893 0.9966
H -7.5132 0.8960 -0.5494
H -6.2592 -0.7180 -1.9409
H -3.7755 -0.8317 -1.7763
F -3.0363 -5.5198 1.0848
C -2.2017 -4.7947 0.3233
C -1.5251 -3.7138 0.8534
F -1.7037 -3.3817 2.1403
C -0.6655 -2.9925 0.0531
F -0.0119 -1.9486 0.6321
C -0.4259 -3.2752 -1.2895
S 0.6581 -2.3306 -2.2511
C -1.1302 -4.3780 -1.7830
F -0.9784 -4.7469 -3.0623
C -1.9967 -5.1214 -1.0049
F -2.6499 -6.1710 -1.5283
N 2.7059 0.0253 -3.3082
N 2.2713 1.2631 -3.8095
C 1.0883 1.8616 -3.2920
O 0.6086 2.7522 -3.9876
O 0.6640 1.4632 -2.1588
H 3.7169 -0.0015 -3.3151
H 2.3464 -0.7538 -3.8510
H 2.3099 1.3737 -4.8145
O 3.0819 5.1633 2.8741
C 2.8713 4.0447 3.7262
N 2.7801 2.8682 2.9257
C 3.8455 2.0360 2.7407
O 4.9124 2.1890 3.3049
C 3.6143 0.9058 1.7878
C 4.3983 -0.2365 1.9021
C 4.1516 -1.3123 1.0686
C 3.1182 -1.2185 0.1478
N 2.3723 -0.1180 0.0247
C 2.6332 0.9285 0.8122
H 3.2558 5.9371 3.4188
H 1.9403 4.1647 4.2877
H 3.7080 3.9039 4.4125
H 1.9229 2.6984 2.4255
H 5.1799 -0.2564 2.6503
H 4.7326 -2.2208 1.1392
H 2.8460 -2.0368 -0.5090
H 2.0037 1.7937 0.6416
*
```

Record 2
Here is an isolated ion of composition CH3O2S2 and charge -1 at a distorted geometry from OMol25. Energies are from ωB97M-V with the def2-TZVPD basis set.

Output
E_LUMO = 3.59 eV
Energy above the lowest of the compared OMol25 structures with the same formula, charge and spin = 1.8861 eV
Frontier orbital gap = 0.2649 Ha

```
! RIJCOSX wB97M-V def2-TZVPD def2/J DEFGRID3
* xyz -1 1
C -0.2282 0.6844 -0.2747
O -0.5913 -1.7655 -1.2751
O 0.7872 -1.6067 0.7672
S -0.1315 1.2294 1.3076
S 0.5809 -1.0934 -0.6122
H -1.2988 0.8831 -0.7330
H 0.4848 1.5024 -1.0407
H 0.3968 0.1663 1.8611
*
```

Record 3
Here is a 2-piece molecular cluster, C5H15NO overall at a distorted geometry from OMol25. Energies are from ωB97M-V with the def2-TZVPD basis set.

Output
E_LUMO (spin up / spin down) = -2.98 / -7.65 eV
<S²> = 0.75
Energy above the lowest of the compared OMol25 structures with the same formula, charge and spin = 0.3655 eV
Frontier orbital gap (spin up / spin down) = 0.4610 / 0.2900 Ha

```
! RIJCOSX wB97M-V def2-TZVPD def2/J DEFGRID3
* xyz 1 2
C -1.9327 -0.6472 1.4089
N -0.6759 -0.6388 0.7102
C 1.3089 1.9138 -1.2051
C 1.0891 0.6666 -0.3747
C -0.4111 0.2835 -0.3552
C -0.7845 -0.4470 -1.6880
H -2.7058 -1.1352 0.8164
H -2.1946 0.3753 1.6504
H -1.8188 -1.1827 2.3466
H -0.2404 -1.5649 0.6037
H 1.2923 1.7255 -2.2808
H 2.3449 2.2504 -1.0730
H 0.6424 2.7393 -0.9445
H 1.6608 -0.1709 -0.7493
H 1.4306 0.8816 0.6424
H -1.0431 1.1564 -0.2181
H -0.2102 -0.0381 -2.5176
H -0.5715 -1.5122 -1.6039
H -1.8436 -0.3210 -1.8795
H 0.9615 -1.1335 2.6415
H 2.1011 -1.3818 1.6833
O 1.6006 -1.8191 2.3863
*
```

Record 4
Here is a 11-piece molecular cluster, C17H58N20O11 overall at a distorted geometry from OMol25. Energies are from ωB97M-V with the def2-TZVPD basis set.

Output
E_LUMO = 0.01 eV
Structure (SMILES) = COC[C@H](C)N.COC[C@H](C)N.NC(N)=O.NC(N)=O.NC(N)=O.NC(N)=O.NC(N)=O.NC(N)=O.NC(N)=O.NC(N)=O.NC(N)=O
Energy above the lowest of the compared OMol25 structures with the same formula, charge and spin = 3.0099 eV
Frontier orbital gap = 0.3225 Ha

```
! RIJCOSX wB97M-V def2-TZVPD def2/J DEFGRID3
* xyz 0 1
C 5.4140 -3.0604 4.8134
O 4.9432 -1.8733 5.4265
C 4.5063 -0.9305 4.4343
C 4.2531 0.4714 4.8876
C 3.7352 1.1444 3.6184
N 5.4592 1.1500 5.3385
H 5.6806 -3.7600 5.6051
H 6.3581 -2.7650 4.3510
H 4.7654 -3.5481 4.0848
H 5.1730 -0.9762 3.5712
H 3.5164 -1.2589 4.1090
H 3.4694 0.5612 5.6403
H 2.8180 0.7550 3.1789
H 4.5498 1.2523 2.8999
H 3.5876 2.2117 3.7942
H 5.9789 1.5159 4.5504
H 6.1383 0.4597 5.6342
C 2.4191 -1.7309 1.0038
O 1.6626 -2.6167 1.8104
C 0.2759 -2.6232 1.6225
C -0.2875 -3.3778 0.3789
C -1.8331 -3.4916 0.2313
N 0.3408 -4.6837 0.3212
H 2.1599 -0.6714 1.0298
H 2.3008 -2.1050 -0.0152
H 3.4860 -1.7771 1.2218
H -0.1639 -2.9725 2.5570
H -0.1948 -1.6545 1.4380
H -0.0425 -2.7236 -0.4619
H -2.1755 -2.5024 -0.0771
H -2.3542 -3.5767 1.1862
H -2.1602 -4.2321 -0.4969
H 0.2884 -4.9144 -0.6625
H 1.2944 -4.4264 0.5435
N -1.1316 3.3887 3.7575
C -0.7159 3.0791 4.9587
N 0.5905 2.8970 5.0523
O -1.4234 2.9692 5.9762
H -0.5037 3.2744 2.9747
H -2.1361 3.4021 3.6728
H 1.2835 2.8446 4.3207
H 0.9542 2.8153 5.9894
N -0.3176 1.2276 1.1120
C -0.1472 0.9495 -0.1734
N -1.1913 0.4654 -0.8100
O 0.9020 1.2296 -0.7865
H -1.1983 0.9327 1.5093
H 0.4759 1.5303 1.6584
H -1.0881 0.2611 -1.7934
H -2.0177 0.2695 -0.2655
N -4.2225 1.6120 1.5096
C -3.6252 0.7794 2.3089
N -4.1807 0.8132 3.5223
O -2.8173 -0.0525 1.9111
H -4.0550 1.6721 0.5170
H -4.8382 2.2704 1.9619
H -3.9156 0.1272 4.2140
H -4.1843 1.7283 3.9510
N -6.5455 -1.6725 -1.2153
C -5.2361 -1.8006 -1.1790
N -4.8435 -1.4327 0.0264
O -4.5065 -2.3978 -1.9524
H -7.0077 -2.1334 -1.9840
H -7.0020 -1.0986 -0.5262
H -3.9039 -1.4494 0.3931
H -5.5359 -0.8638 0.4871
N 2.4075 5.0600 1.6415
C 2.0498 3.8113 1.4079
N 2.3908 3.3470 0.2241
O 1.4902 3.1455 2.2792
H 2.3116 5.4719 2.5568
H 3.0897 5.4850 1.0324
H 1.9785 2.4783 -0.1002
H 3.0276 3.7804 -0.4259
N -2.7392 -2.9147 -4.0697
C -1.9042 -1.9364 -3.7820
N -0.8887 -2.0372 -4.6438
O -1.9988 -0.9999 -2.9724
H -3.6396 -2.9504 -3.6115
H -2.4706 -3.6265 -4.7284
H -0.9610 -2.8240 -5.2670
H -0.1127 -1.3921 -4.6224
N 1.1182 2.5412 -5.7586
C -0.0977 2.8467 -5.3442
N -0.2813 2.5237 -4.0916
O -1.0183 3.3662 -5.9902
H 1.5132 1.7209 -5.3094
H 1.4478 2.6853 -6.7003
H -1.2327 2.6482 -3.7798
H 0.3541 1.9672 -3.5407
N 3.5961 -0.9552 -4.8307
C 2.5827 -0.4262 -4.1627
N 2.7800 -0.5615 -2.8595
O 1.6613 0.1922 -4.6941
H 4.1655 -1.4671 -4.1752
H 3.6059 -1.0315 -5.8354
H 1.9580 -0.2091 -2.3862
H 3.6920 -0.5436 -2.4320
N -2.8747 0.7020 -5.0324
C -4.0778 0.5316 -5.6108
N -4.8176 -0.3526 -4.9720
O -4.4836 1.1178 -6.5901
H -2.5338 0.0830 -4.3105
H -2.2786 1.3141 -5.5713
H -4.4231 -0.8406 -4.1824
H -5.6643 -0.6575 -5.4257
*
```

Record 5
Here is a 6-piece molecular cluster, H12O6 overall from OMol25. Energies are from ωB97M-V with the def2-TZVPD basis set.

Output
E_LUMO = 0.09 eV
Structure (SMILES) = O.O.O.O.O.O
Energy above the lowest of the compared OMol25 structures with the same formula, charge and spin = 1.1426 eV
Frontier orbital gap = 0.3808 Ha

```
! RIJCOSX wB97M-V def2-TZVPD def2/J DEFGRID3
* xyz 0 1
O 0.0902 -3.3114 0.9923
H -0.4178 -3.9582 1.4822
H -0.3143 -2.4722 1.2120
O 1.4460 -3.1521 -1.4776
H 0.8737 -3.1123 -0.7113
H 1.2848 -4.0178 -1.8529
O 1.3546 2.7429 -0.2258
H 1.5997 3.0429 -1.1012
H 2.1247 2.9223 0.3137
O -1.7079 3.2447 -0.1754
H -0.7564 3.1809 -0.0928
H -1.8941 4.1797 -0.0897
O -2.1868 -0.1024 -0.2014
H -2.3383 0.8427 -0.1864
H -1.4400 -0.2350 0.3826
O 0.3963 -0.0669 0.6161
H 0.6734 0.8391 0.4801
H 1.2122 -0.5671 0.6355
*
```

Record 6
Here is a 2-piece molecular cluster, C4H11NO overall at a distorted geometry from OMol25. Energies are from ωB97M-V with the def2-TZVPD basis set.

Output
E_LUMO (spin up / spin down) = -4.08 / -7.70 eV
<S²> = 0.76
Energy above the lowest of the compared OMol25 structures with the same formula, charge and spin = 2.0487 eV
Frontier orbital gap (spin up / spin down) = 0.3727 / 0.2390 Ha

```
! RIJCOSX wB97M-V def2-TZVPD def2/J DEFGRID3
* xyz 1 2
C -1.7012 0.8585 -0.7574
N -0.2594 1.0008 -0.4453
C -0.0362 2.2237 0.3129
H -2.2555 1.0547 0.1597
H -1.9324 1.5884 -1.5343
H -1.9741 -0.1545 -1.0441
H 0.2927 1.0296 -1.2946
H -0.4843 3.0858 -0.2091
H 1.0014 2.5226 0.4420
H -0.5298 2.2745 1.2840
C 1.1276 -3.1640 0.8934
C 1.2162 -1.9968 0.1212
O 1.3375 -0.8233 0.5925
H 0.9368 -4.0193 0.2473
H 1.4930 -3.3771 1.8886
H 1.0849 -2.0548 -0.9605
H 0.6829 -0.0489 0.3038
*
```

no.,total energy (eV)
1,-92336.82906
2,-26851.00952
3,-8957.52122
4,-70900.99746
5,-12479.97117
6,-7854.29320